[1]
A 11-piece molecular cluster, C50H82N6O16 overall. Source: OMol25; level of theory: wB97M-V/def2-TZVPD.

The geometry in ORCA input format:
```
! wB97M-V def2-TZVPD RIJCOSX def2/J DEFGRID3
* xyz -2 1
C -6.425 -6.453 -2.243
C -6.320 -6.115 -0.719
C -7.747 -5.977 -0.022
C -8.377 -7.274 0.501
C -7.458 -8.206 1.230
C -6.094 -8.430 0.573
N -5.504 -7.212 -0.079
O -4.227 -7.412 -0.598
C -6.463 -9.437 -0.569
C -5.111 -9.124 1.558
C -5.636 -4.769 -0.605
H -6.889 -7.439 -2.268
H -5.491 -6.447 -2.804
H -7.075 -5.746 -2.758
H -8.540 -5.503 -0.602
H -7.570 -5.242 0.764
H -8.828 -7.807 -0.336
H -9.069 -7.027 1.306
H -7.866 -9.145 1.602
H -7.098 -7.624 2.078
H -7.377 -9.202 -1.114
H -6.541 -10.494 -0.314
H -5.646 -9.539 -1.283
H -4.861 -8.495 2.412
H -4.074 -9.243 1.244
H -5.589 -10.079 1.775
H -6.362 -3.985 -0.819
H -4.753 -4.677 -1.238
H -5.385 -4.588 0.441
C 3.055 1.567 1.287
C 1.749 0.706 1.175
C 1.576 -0.123 2.461
C 0.229 -0.939 2.435
C -1.035 0.017 2.362
C -0.979 1.118 1.261
N 0.518 1.645 1.010
O 0.609 2.750 0.218
C -1.774 2.318 1.804
C -1.518 0.702 -0.074
C 1.842 -0.203 -0.096
H 3.311 2.095 0.369
H 3.986 1.034 1.483
H 3.049 2.277 2.115
H 1.642 0.516 3.342
H 2.389 -0.823 2.655
H 0.075 -1.605 3.283
H 0.186 -1.507 1.505
H -1.053 0.540 3.317
H -1.843 -0.702 2.220
H -1.371 2.754 2.718
H -2.803 1.997 1.962
H -1.856 3.165 1.123
H -1.596 1.540 -0.766
H -2.477 0.195 0.037
H -0.868 -0.023 -0.563
H 2.660 -0.883 0.141
H 2.127 0.222 -1.058
H 1.039 -0.907 -0.315
C 6.856 15.418 -5.778
N 6.396 14.059 -5.928
C 7.257 13.035 -6.038
C 6.741 11.697 -6.099
C 5.395 11.419 -6.054
C 4.574 12.547 -6.023
C 5.097 13.853 -5.890
C 4.890 10.026 -5.807
C 5.616 9.147 -4.961
C 5.165 7.796 -4.752
N 3.954 7.429 -5.232
C 3.333 8.227 -6.170
C 3.787 9.512 -6.419
C 3.277 6.163 -4.815
H 6.696 15.805 -4.772
H 6.168 16.010 -6.381
H 7.906 15.450 -6.069
H 8.306 13.262 -5.921
H 7.455 10.889 -6.169
H 3.497 12.480 -6.013
H 4.429 14.683 -5.716
H 6.537 9.519 -4.534
H 5.672 7.171 -4.032
H 2.388 7.828 -6.506
H 3.326 10.047 -7.236
H 3.554 5.915 -3.790
H 3.801 5.400 -5.390
H 2.196 6.271 -4.900
C 1.556 -5.909 0.214
C 1.794 -7.287 0.850
N 1.987 -7.161 2.272
C 1.078 -7.013 3.283
C 1.786 -7.075 4.494
N 3.122 -7.329 4.201
C 3.218 -7.513 2.831
C 4.195 -7.489 5.122
H 0.691 -5.409 0.651
H 1.234 -6.016 -0.822
H 2.374 -5.190 0.241
H 2.684 -7.691 0.368
H 0.948 -7.953 0.682
H 0.025 -6.824 3.135
H 1.593 -7.004 5.554
H 4.093 -7.795 2.265
H 4.063 -6.847 5.993
H 5.125 -7.100 4.708
H 4.213 -8.491 5.551
C -5.362 -1.312 -4.901
C -4.078 -1.940 -5.201
O -4.120 -2.993 -5.827
O -2.984 -1.411 -4.990
H -5.723 -1.011 -5.885
H -5.327 -0.440 -4.248
H -6.087 -1.987 -4.447
C -7.112 0.506 4.709
C -8.041 0.278 5.959
O -7.571 0.646 7.099
O -9.223 -0.148 5.729
H -6.941 -0.440 4.195
H -6.164 0.861 5.112
H -7.561 1.147 3.949
C 7.808 0.172 -2.156
C 7.361 0.533 -3.540
O 6.495 1.417 -3.686
O 7.854 -0.148 -4.491
H 8.689 -0.444 -1.979
H 7.066 -0.420 -1.620
H 7.866 1.106 -1.598
C -1.587 7.084 -1.786
C -1.897 7.696 -3.127
O -1.353 7.247 -4.138
O -2.612 8.737 -3.160
H -1.617 6.006 -1.950
H -2.329 7.253 -1.006
H -0.569 7.332 -1.485
C -4.137 -3.352 6.290
C -4.736 -4.417 5.356
O -5.938 -4.748 5.521
O -4.016 -4.817 4.403
H -4.654 -3.453 7.244
H -4.364 -2.320 6.023
H -3.071 -3.518 6.449
C 1.575 3.438 6.756
C 0.929 4.495 5.916
O -0.139 4.965 6.293
O 1.393 4.618 4.805
H 2.536 3.004 6.482
H 0.887 2.692 7.154
H 1.989 3.939 7.631
C 8.319 -2.607 2.642
C 6.955 -3.319 2.938
O 6.449 -4.162 2.126
O 6.453 -3.109 4.084
H 8.505 -1.683 3.188
H 8.540 -2.356 1.604
H 9.108 -3.332 2.844
*
```

Results of the Löwdin charge analysis, in e, for atoms 1 through 99: number 1, C, carries -0.001; number 2, C, carries -0.433; number 3, C, carries -0.091; number 4, C, carries -0.181; number 5, C, carries -0.160; number 6, C, carries -0.441; number 7, N, carries 0.061; number 8, O, carries 0.050; number 9, C, carries -0.034; number 10, C, carries -0.012; number 11, C, carries -0.026; number 12, H, carries 0.064; number 13, H, carries 0.094; number 14, H, carries 0.098; number 15, H, carries 0.126; number 16, H, carries 0.122; number 17, H, carries 0.106; number 18, H, carries 0.125; number 19, H, carries 0.138; number 20, H, carries 0.132; number 21, H, carries 0.072; number 22, H, carries 0.088; number 23, H, carries 0.087; number 24, H, carries 0.095; number 25, H, carries 0.076; number 26, H, carries 0.089; number 27, H, carries 0.102; number 28, H, carries 0.096; number 29, H, carries 0.099; number 30, C, carries -0.015; number 31, C, carries -0.395; number 32, C, carries -0.113; number 33, C, carries -0.137; number 34, C, carries -0.098; number 35, C, carries -0.417; number 36, N, carries 0.146; number 37, O, carries 0.154; number 38, C, carries -0.021; number 39, C, carries -0.014; number 40, C, carries -0.002; number 41, H, carries 0.084; number 42, H, carries 0.100; number 43, H, carries 0.095; number 44, H, carries 0.128; number 45, H, carries 0.132; number 46, H, carries 0.115; number 47, H, carries 0.088; number 48, H, carries 0.121; number 49, H, carries 0.130; number 50, H, carries 0.103; number 51, H, carries 0.108; number 52, H, carries 0.087; number 53, H, carries 0.102; number 54, H, carries 0.112; number 55, H, carries 0.078; number 56, H, carries 0.105; number 57, H, carries 0.103; number 58, H, carries 0.067; number 59, C, carries 0.006; number 60, N, carries -0.154; number 61, C, carries 0.017; number 62, C, carries 0.018; number 63, C, carries -0.166; number 64, C, carries 0.042; number 65, C, carries -0.028; number 66, C, carries -0.163; number 67, C, carries 0.049; number 68, C, carries 0.030; number 69, N, carries -0.093; number 70, C, carries 0.031; number 71, C, carries 0.003; number 72, C, carries 0.054; number 73, H, carries 0.109; number 74, H, carries 0.103; number 75, H, carries 0.104; number 76, H, carries 0.133; number 77, H, carries 0.121; number 78, H, carries 0.128; number 79, H, carries 0.141; number 80, H, carries 0.112; number 81, H, carries 0.144; number 82, H, carries 0.147; number 83, H, carries 0.132; number 84, H, carries 0.107; number 85, H, carries 0.116; number 86, H, carries 0.113; number 87, C, carries -0.056; number 88, C, carries -0.174; number 89, N, carries -0.061; number 90, C, carries 0.014; number 91, C, carries 0.026; number 92, N, carries -0.099; number 93, C, carries 0.072; number 94, C, carries -0.009; number 95, H, carries 0.074; number 96, H, carries 0.083; number 97, H, carries 0.091; number 98, H, carries 0.126; number 99, H, carries 0.131

[2]
An isolated molecule of C5H9NO. Source: OMol25; level of theory: wB97M-V/def2-TZVPD.

The geometry in ORCA input format:
```
! wB97M-V def2-TZVPD RIJCOSX def2/J DEFGRID3
* xyz 0 1
N -0.154 -1.722 1.823
C 0.063 -0.729 0.911
C -0.935 0.132 0.650
C -1.036 0.843 -0.654
C 0.245 0.572 -1.453
C 1.427 0.453 -0.500
O 1.272 -0.729 0.297
H 0.531 -2.313 2.255
H -1.131 -1.877 1.967
H -1.642 0.303 1.454
H -1.181 1.911 -0.469
H -1.908 0.499 -1.238
H 0.173 -0.379 -1.996
H 0.414 1.368 -2.181
H 1.483 1.337 0.154
H 2.378 0.331 -1.022
*
```

Relative energy (zero: lowest compared OMol25 entry of this formula, charge and spin)   1.4522 eV

Calculated atomic charges, method Löwdin, unit e: number 1, N, carries 0.132; number 2, C, carries -0.440; number 3, C, carries -0.095; number 4, C, carries -0.216; number 5, C, carries -0.173; number 6, C, carries -0.178; number 7, O, carries -0.019; number 8, H, carries 0.097; number 9, H, carries 0.091; number 10, H, carries 0.101; number 11, H, carries 0.103; number 12, H, carries 0.108; number 13, H, carries 0.122; number 14, H, carries 0.111; number 15, H, carries 0.134; number 16, H, carries 0.122

[3]
C15H26ClN4O3Ru as an isolated structure. Source: OMol25; level of theory: wB97M-V/def2-TZVPD.

The geometry in ORCA input format:
```
! wB97M-V def2-TZVPD RIJCOSX def2/J DEFGRID3
* xyz 3 5
Ru 1.149 -0.494 -1.055
N 1.321 -1.962 -2.917
C 2.139 -1.242 -3.924
C 1.673 0.204 -4.043
N 1.364 0.838 -2.719
C 2.475 1.707 -2.208
C 3.679 0.861 -1.849
N 3.253 -0.227 -0.887
C 0.049 1.559 -2.741
C -1.079 0.548 -2.710
N -0.938 -0.310 -1.478
H 1.775 -2.836 -2.662
H 0.423 -2.228 -3.313
H 2.070 -1.707 -4.906
H 3.181 -1.309 -3.620
H 0.773 0.246 -4.653
H 2.430 0.796 -4.558
H 2.107 2.211 -1.315
H 2.744 2.477 -2.935
H 4.444 1.492 -1.400
H 4.126 0.398 -2.724
H 3.453 0.068 0.068
H 3.819 -1.063 -1.020
H -0.029 2.202 -3.620
H 0.002 2.192 -1.856
H -1.058 -0.108 -3.577
H -2.038 1.062 -2.720
H -1.486 -1.161 -1.572
H -1.324 0.199 -0.684
C -1.979 -2.402 4.753
C -2.646 -1.144 4.300
C -3.963 -0.886 4.536
C -4.542 0.326 4.117
Cl -6.140 0.656 4.465
C -3.781 1.299 3.398
C -2.468 1.068 3.138
C -1.879 -0.134 3.605
O -0.596 -0.417 3.497
C 0.354 0.485 2.911
C 0.519 0.323 1.404
O 0.344 1.262 0.617
O 0.929 -0.830 0.961
H -2.680 -3.054 5.267
H -1.150 -2.177 5.426
H -1.546 -2.939 3.907
H -4.568 -1.607 5.070
H -4.255 2.221 3.086
H -1.884 1.813 2.615
H 1.298 0.205 3.373
H 0.133 1.520 3.153
*
```

Relative energy (zero: lowest compared OMol25 entry of this formula, charge and spin)   0.0000 eV
Expectation value of S²   6.029

Calculated atomic charges, method Löwdin, unit e: number 1, Ru, carries 1.523; number 2, N, carries -0.017; number 3, C, carries -0.188; number 4, C, carries -0.123; number 5, N, carries -0.268; number 6, C, carries -0.149; number 7, C, carries -0.148; number 8, N, carries -0.033; number 9, C, carries -0.145; number 10, C, carries -0.157; number 11, N, carries -0.042; number 12, H, carries 0.115; number 13, H, carries 0.106; number 14, H, carries 0.143; number 15, H, carries 0.111; number 16, H, carries 0.130; number 17, H, carries 0.149; number 18, H, carries 0.123; number 19, H, carries 0.155; number 20, H, carries 0.146; number 21, H, carries 0.119; number 22, H, carries 0.123; number 23, H, carries 0.124; number 24, H, carries 0.156; number 25, H, carries 0.124; number 26, H, carries 0.119; number 27, H, carries 0.145; number 28, H, carries 0.125; number 29, H, carries 0.101; number 30, C, carries 0.013; number 31, C, carries -0.134; number 32, C, carries -0.009; number 33, C, carries -0.604; number 34, Cl, carries 0.935; number 35, C, carries -0.023; number 36, C, carries 0.036; number 37, C, carries -0.156; number 38, O, carries 0.053; number 39, C, carries -0.016; number 40, C, carries -0.564; number 41, O, carries 0.005; number 42, O, carries -0.129; number 43, H, carries 0.104; number 44, H, carries 0.111; number 45, H, carries 0.105; number 46, H, carries 0.142; number 47, H, carries 0.134; number 48, H, carries 0.126; number 49, H, carries 0.162; number 50, H, carries 0.145

[4]
A 7-piece molecular cluster, C13H20Cl10F6O4 overall. Source: OMol25; level of theory: wB97M-V/def2-TZVPD.

The geometry in ORCA input format:
```
! wB97M-V def2-TZVPD RIJCOSX def2/J DEFGRID3
* xyz 0 1
C -1.965 -1.739 -2.053
C -1.126 -1.787 -0.826
O 0.088 -2.546 -1.189
C 1.108 -2.483 -0.404
O 1.253 -1.828 0.576
C 2.228 -3.374 -0.932
F 1.817 -4.601 -1.095
F 2.589 -2.842 -2.133
F 3.360 -3.413 -0.194
H -1.390 -1.404 -2.863
H -2.900 -1.159 -1.786
H -2.419 -2.708 -2.342
H -1.617 -2.287 0.036
H -0.761 -0.760 -0.670
C -2.422 -4.290 2.820
C -1.380 -3.291 3.121
O -1.881 -1.946 2.558
C -1.087 -0.963 2.759
O 0.000 -0.913 3.339
C -1.670 0.312 2.193
F -0.740 1.222 1.875
F -2.415 0.101 1.075
F -2.521 0.838 3.070
H -2.930 -4.205 1.868
H -3.328 -4.341 3.523
H -2.052 -5.320 2.933
H -0.368 -3.408 2.656
H -1.279 -3.117 4.187
C 2.824 3.787 2.403
Cl 1.874 2.755 1.350
Cl 2.091 5.353 2.682
H 2.800 3.371 3.378
H 3.815 3.911 2.022
C -1.455 4.877 2.854
Cl -2.993 4.067 2.710
Cl -1.387 5.852 4.312
H -0.753 4.067 2.954
H -1.202 5.594 2.086
C 1.524 -0.722 -5.088
Cl 0.099 -1.788 -5.375
Cl 1.086 0.961 -4.933
H 2.059 -0.981 -4.195
H 2.208 -0.801 -5.951
C -1.468 2.430 -2.355
Cl -2.398 3.159 -1.043
Cl -0.041 1.533 -1.897
H -2.094 1.695 -2.868
H -1.156 3.273 -3.042
C 3.583 1.984 -2.552
Cl 4.932 2.920 -1.797
Cl 3.507 0.418 -1.926
H 2.743 2.584 -2.208
H 3.607 1.952 -3.624
*
```

Calculated atomic charges, method Löwdin, unit e: number 1, C, carries -0.072; number 2, C, carries -0.181; number 3, O, carries 0.045; number 4, C, carries -0.459; number 5, O, carries 0.179; number 6, C, carries -0.541; number 7, F, carries 0.202; number 8, F, carries 0.118; number 9, F, carries 0.158; number 10, H, carries 0.019; number 11, H, carries 0.112; number 12, H, carries 0.092; number 13, H, carries 0.132; number 14, H, carries 0.073; number 15, C, carries -0.088; number 16, C, carries -0.122; number 17, O, carries 0.035; number 18, C, carries -0.454; number 19, O, carries 0.136; number 20, C, carries -0.539; number 21, F, carries 0.110; number 22, F, carries 0.120; number 23, F, carries 0.154; number 24, H, carries 0.072; number 25, H, carries 0.109; number 26, H, carries 0.087; number 27, H, carries 0.141; number 28, H, carries 0.127; number 29, C, carries -1.019; number 30, Cl, carries 0.549; number 31, Cl, carries 0.538; number 32, H, carries 0.008; number 33, H, carries 0.023; number 34, C, carries -1.077; number 35, Cl, carries 0.538; number 36, Cl, carries 0.505; number 37, H, carries -0.013; number 38, H, carries 0.024; number 39, C, carries -0.992; number 40, Cl, carries 0.508; number 41, Cl, carries 0.526; number 42, H, carries -0.017; number 43, H, carries 0.039; number 44, C, carries -1.032; number 45, Cl, carries 0.531; number 46, Cl, carries 0.546; number 47, H, carries 0.023; number 48, H, carries 0.053; number 49, C, carries -1.091; number 50, Cl, carries 0.478; number 51, Cl, carries 0.592; number 52, H, carries -0.012; number 53, H, carries 0.007

Number 1: E_tot -3485.97077 Ha, molecular weight 1023.2 g mol⁻¹. Number 2: E_tot -325.88419 Ha, molecular weight 99.1 g mol⁻¹. Number 3: E_tot -1585.99813 Ha, molecular weight 446.9 g mol⁻¹. Number 4: E_tot -6009.41346 Ha, molecular weight 708.8 g mol⁻¹.